# 1
Below is a structure of composition C37H33ClMoNO3STe in a non-equilibrium geometry, with properties calculated with ωB97M-V/def2-TZVPD.

Spin multiplicity: 2
⟨S²⟩: 0.7755
Orbital gap (spin up / spin down): 0.219 / 0.163 Ha
Energy above the lowest of the compared OMol25 structures with the same formula, charge and spin: 10.0 kcal per mole
Net charge: +2

```
78
Properties=species:S:1:pos:R:3:forces:R:3:lowdin_spin:R:1
Te -1.1171 -0.8599 -0.7184 -0.44 -0.07 0.50 -0.020
Mo 0.8387 1.0819 -0.1561 -0.66 0.36 -0.99 0.142
Cl 2.0108 7.4904 -0.7874 0.04 -0.26 -0.35 0.141
S 1.4206 2.0507 1.7758 0.03 0.16 0.04 0.048
O 1.9137 -0.4685 0.2875 0.64 0.32 0.64 0.000
O -1.3456 2.6849 -2.6849 -0.22 -0.01 0.23 -0.003
O 4.1550 -0.5777 0.3742 1.41 -0.31 -1.30 0.000
N -0.4777 2.0870 -0.7157 1.78 -0.59 0.53 -0.014
C -2.2811 -3.6580 -1.4524 1.11 -0.06 -0.48 -0.001
C 2.1648 1.7193 -1.8374 1.04 0.72 0.35 0.046
C -2.2857 -5.8918 3.0518 0.14 -1.81 -0.80 0.000
C -5.1494 3.3834 0.5265 -0.39 0.85 -0.74 0.000
C -1.3105 -2.3706 2.0107 0.84 0.21 -0.02 0.000
C -3.8965 3.1859 -1.5008 0.19 0.28 -0.93 0.000
C 3.3690 -0.8500 4.6719 0.08 0.60 0.63 0.004
C -1.5533 2.5351 -1.4985 0.12 0.08 -0.18 -0.001
C -0.7396 -0.4281 -3.9750 0.16 0.15 0.45 0.000
C 2.2648 -2.7078 -3.6092 0.40 0.71 -2.06 -0.001
C 3.2928 5.1349 -0.8257 1.08 -0.42 0.26 0.024
C -1.3750 -2.4649 0.6371 -1.18 -0.98 -1.17 -0.002
C -0.7054 -1.2547 2.8007 -0.88 0.90 -0.27 -0.001
C 3.3383 3.7893 -1.0726 -0.96 -0.26 -0.85 0.085
C -1.9666 -3.6371 0.0186 1.08 1.49 0.39 -0.001
C 2.3204 3.1721 -1.9256 0.43 -0.59 1.57 0.203
C -2.9094 2.5678 0.6237 1.75 -0.04 0.62 0.000
C -5.0788 3.5720 -0.8725 0.07 -0.30 0.35 0.000
C -4.0838 2.8893 1.2843 -0.56 -0.02 -1.52 0.000
C -2.7681 2.7744 -0.7598 -2.09 0.04 0.20 0.000
C 0.3109 -1.7085 -1.9830 -0.50 -0.17 0.89 -0.001
C 2.7186 0.3153 5.0884 0.02 -0.21 0.39 0.000
C 2.2370 5.9215 -1.3592 -0.12 -0.72 -0.09 0.214
C -2.2578 -4.7212 0.8326 -0.89 -0.06 -0.96 0.000
C 0.2309 -1.4038 -3.3236 0.76 0.76 -1.19 -0.001
C -1.6344 -3.4967 2.7059 -0.09 -1.30 2.59 0.000
C 2.1385 1.2045 4.1672 0.85 -0.84 1.37 0.004
C 3.0546 -0.1841 2.3792 -0.97 -0.27 1.05 0.003
C 1.4393 4.0106 -2.6168 -0.37 0.65 -0.90 0.062
C 3.5570 -1.0866 3.3335 0.47 0.05 -1.33 0.000
C 1.2643 -1.9009 -4.1432 0.21 0.49 -0.07 0.000
C 3.1281 -0.4221 0.9236 -0.85 -0.25 0.38 0.001
C 1.2782 -2.5484 -1.4361 -0.25 -0.07 -0.20 -0.001
C -2.1299 -4.6832 2.2057 0.86 0.45 -0.43 0.000
C 2.2147 -3.0477 -2.2982 0.54 -0.45 1.33 0.000
C 1.3552 5.3354 -2.3338 1.55 -0.15 1.66 0.051
C 2.3220 0.9066 2.8306 -0.77 0.44 -0.45 0.006
H -2.8178 -2.7647 -1.7554 -0.54 0.05 0.00 -0.001
H -1.1917 0.3502 -3.3303 0.37 -0.51 -0.15 0.000
H 4.0764 3.0823 -0.6864 0.01 0.64 0.18 0.001
H -1.2976 -6.3972 3.1833 -0.58 0.64 0.28 0.000
H 2.7120 0.4648 6.1749 -0.41 0.33 -0.55 0.000
H 3.1728 -2.9759 -4.1885 -0.97 0.06 0.21 0.000
H -0.2259 0.0922 -4.7810 0.03 0.07 0.00 0.000
H 0.8098 3.6524 -3.4111 -0.31 -0.48 0.12 0.000
H -1.3999 -3.5374 3.7839 -0.31 0.43 -0.46 0.000
H -1.3967 -3.6627 -2.1399 -0.41 -0.21 0.81 0.000
H 1.5963 2.0705 4.5334 0.06 -0.05 -0.27 0.000
H 1.3768 -2.7993 -0.3843 -0.43 0.19 -0.16 0.000
H -1.1220 -0.2832 2.4739 0.43 -0.17 -0.08 0.000
H -3.7570 3.1886 -2.6029 -0.35 0.32 0.86 0.000
H -2.8533 -6.6719 2.5125 0.05 0.44 0.06 0.000
H -6.0729 3.7283 0.9992 0.34 -0.36 0.13 0.000
H 1.6934 1.2456 -2.6931 -0.19 -0.15 -0.11 0.006
H -2.8521 -4.5378 -1.6869 -0.41 -0.22 -0.18 0.000
H 4.1093 5.5840 -0.2442 -0.67 0.00 -0.10 -0.002
H -1.5457 -0.9664 -4.4413 -0.49 -0.29 -0.17 0.000
H -5.9525 4.0087 -1.4183 1.02 -0.63 0.47 0.000
H -0.9849 -1.3074 3.8559 0.24 -0.25 -0.15 0.000
H 1.3416 -1.4813 -5.1554 -0.08 -0.57 0.33 0.000
H 0.3665 -1.2879 2.6777 0.44 0.29 0.13 0.000
H -4.2662 2.7463 2.3189 0.34 -0.14 0.82 0.000
H -2.7103 -5.5814 0.3535 0.11 -0.14 0.01 0.000
H 0.6083 5.9361 -2.7275 -1.22 1.04 -0.96 0.000
H -1.9918 2.2241 1.1791 -1.22 0.34 -0.39 0.000
H 3.0064 -3.6230 -1.8832 0.51 -0.55 0.24 0.000
H 3.7937 -1.5233 5.4228 -0.22 0.22 -0.35 0.000
H 4.1508 -1.9417 3.0077 -0.28 0.17 -0.04 0.000
H -2.8033 -5.7790 3.9894 0.15 0.43 0.43 0.000
H 3.1547 1.3072 -1.5801 -0.48 -0.42 -0.09 0.008
```
Positions in Å, forces in eV/Å.

=====

# 2
Below is a cluster of 2 separate species, C7H14N2 in total in a non-equilibrium geometry, with properties calculated with ωB97M-V/def2-TZVPD.

Spin multiplicity: 3
⟨S²⟩: 2.0190
Orbital gap (spin up / spin down): 0.356 / 0.339 Ha
Energy above the lowest of the compared OMol25 structures with the same formula, charge and spin: 0.0 kcal per mole
Net charge: +2

```
23
Properties=species:S:1:pos:R:3:forces:R:3:lowdin_spin:R:1
N 2.2996 -1.0707 -0.0968 0.97 -0.09 0.39 0.094
N -0.5496 1.1933 -0.3426 -0.71 -0.38 0.02 0.324
C -2.5343 -0.1277 -0.1819 -0.47 -0.15 -0.57 0.329
C 2.7680 1.1891 0.8614 0.57 0.92 0.55 0.111
C 2.0813 0.1261 0.2088 -0.07 -0.70 -0.42 0.652
C -0.4063 2.2697 -0.9466 0.12 0.88 -0.40 0.042
C 1.4220 -1.9656 -0.8159 -0.90 -0.84 -0.65 0.023
C -1.4192 0.4803 0.3487 0.64 0.08 0.67 0.178
C -3.4725 -0.9063 0.6013 -0.29 -0.29 0.27 0.076
H 3.7195 1.3961 0.3539 -0.02 -0.11 0.01 0.013
H -3.7265 -1.8383 0.0811 0.12 -0.02 0.02 0.023
H -3.1468 -1.1007 1.6201 -0.03 -0.02 0.00 -0.001
H 0.6326 -1.4141 -1.3180 0.08 0.08 0.03 0.002
H 2.2042 2.1255 0.8748 -0.05 -0.12 -0.04 0.022
H -1.1571 0.3124 1.3900 -0.07 0.10 0.06 0.004
H 1.9949 -2.5301 -1.5540 0.03 0.20 0.07 0.000
H -4.4443 -0.3912 0.6299 0.03 0.12 0.00 0.028
H 2.9763 0.9288 1.9064 0.02 -0.09 -0.03 0.012
H 3.1880 -1.5364 0.1631 -0.14 0.46 0.12 0.030
H 0.9811 -2.6828 -0.1228 0.06 0.06 0.07 -0.001
H 0.4819 2.4637 -1.5362 0.13 -0.14 -0.14 0.010
H -1.1426 3.0734 -0.8911 -0.07 -0.04 0.16 0.019
H -2.7501 0.0055 -1.2335 0.05 0.09 -0.18 0.010
```
Positions in Å, forces in eV/Å.

=====

# 3
Below is a cluster of 5 separate species, C8H24FO4 in total, with properties calculated with ωB97M-V/def2-TZVPD.

Orbital gap: 0.347 Ha
Energy above the lowest of the compared OMol25 structures with the same formula, charge and spin: 9.8 kcal per mole
Net charge: -1

```
37
Properties=species:S:1:pos:R:3:forces:R:3:lowdin_charge:R:1
F 1.1530 0.8525 0.7465 -0.52 -0.29 0.18 -0.504
O 2.1503 -0.3623 -2.1760 0.33 -0.04 -0.33 -0.084
O -0.1347 -0.3288 2.8358 0.15 -0.28 0.18 -0.114
O -0.7311 2.8907 1.0484 -0.11 -0.19 -0.11 -0.109
O -0.3394 -0.6700 -0.7514 -0.30 0.09 -0.50 -0.136
C -0.9527 3.0174 -0.3427 -0.09 -0.12 0.12 -0.350
C 2.2274 -1.3468 -3.1811 -0.77 0.08 -0.25 -0.338
C -0.3133 -0.5186 5.2209 0.07 0.56 -0.41 -0.105
C -2.0605 4.0288 -0.5583 -0.13 0.75 0.23 -0.112
C -0.4210 -1.9486 -0.1728 0.49 -0.37 -0.55 -0.331
C 1.1650 -1.0717 -4.2495 0.02 -0.74 -0.56 -0.102
C 0.4276 0.1145 4.0491 0.02 -0.23 -0.24 -0.354
C -0.8100 -2.9974 -1.2174 0.02 0.31 0.11 -0.092
H -3.0076 3.7413 -0.0952 0.09 -0.44 -0.09 0.065
H -0.1838 -2.9053 -2.1065 0.15 -0.12 0.08 0.048
H -1.1393 -2.0135 0.6513 0.14 0.31 0.14 0.105
H 0.0532 -0.0723 6.1472 -0.01 -0.19 0.13 0.061
H 1.3505 -0.1515 -4.8038 0.11 0.18 0.29 0.067
H -1.8325 4.9795 -0.0636 0.30 -0.04 -0.09 0.063
H -0.0941 2.1507 1.1362 0.23 -0.12 -0.03 0.034
H 1.4815 -0.1898 4.1124 0.06 0.15 -0.01 0.106
H -1.8429 -2.8959 -1.5577 -0.05 0.07 0.15 0.066
H 0.3163 -0.1240 -0.2390 -0.12 0.45 0.70 0.019
H -1.3790 -0.3032 5.1324 -0.03 -0.11 0.04 0.067
H 3.2042 -1.3812 -3.6713 0.17 0.51 0.30 0.100
H 1.2113 -0.3187 -1.9024 0.39 -0.11 0.18 0.050
H -0.0079 3.3003 -0.8207 -0.14 0.27 -0.20 0.109
H 0.4362 0.0067 2.1057 -0.10 0.28 -0.32 0.029
H -1.2404 2.0620 -0.7973 -0.01 -0.08 0.14 0.101
H 0.3892 1.2100 4.0795 0.00 0.02 0.26 0.108
H 2.1201 -2.3490 -2.7420 -0.30 -0.03 -0.08 0.096
H -0.6825 -3.9814 -0.7615 -0.04 -0.11 -0.19 0.065
H 0.1565 -1.0324 -3.8357 0.07 0.09 0.21 0.064
H 1.1494 -1.8623 -5.0133 0.06 -0.05 0.15 0.064
H 0.5850 -2.1954 0.1875 -0.18 -0.21 0.33 0.118
H -0.1508 -1.5953 5.2144 -0.07 -0.03 0.12 0.064
H -2.2531 4.2613 -1.6078 0.10 -0.20 -0.07 0.060
```
Positions in Å, forces in eV/Å.

=====

# 4
Below is the molecule C3H7NS in a non-equilibrium geometry, with properties calculated with ωB97M-V/def2-TZVPD.

Orbital gap: 0.365 Ha
SMILES: SC1CNC1
Energy above the lowest of the compared OMol25 structures with the same formula, charge and spin: 39.6 kcal per mole

```
12
Properties=species:S:1:pos:R:3:forces:R:3:lowdin_charge:R:1
S -1.4494 0.9519 1.3294 -1.06 0.25 1.28 0.748
N 0.6899 -0.5684 -1.2279 -2.56 -0.34 -2.78 -0.076
C 0.0107 0.3156 0.5902 0.35 -1.04 0.85 -0.730
C 0.2153 -1.1275 0.0735 -0.92 -2.91 -0.25 -0.226
C 0.1830 0.7660 -0.8151 1.60 1.24 -1.45 -0.294
H -1.1357 0.9534 2.6756 0.00 -0.16 -1.05 -0.117
H 1.0821 -1.6784 0.5403 -1.08 0.48 -0.13 0.104
H -0.7672 1.0863 -1.2428 -0.07 -0.12 -0.24 0.092
H -0.7098 -1.9145 0.0219 1.94 2.16 0.19 0.148
H 0.9609 1.5334 -1.0501 -0.79 -0.18 0.48 0.120
H 0.0918 -0.8413 -2.1290 1.81 0.12 2.69 0.147
H 0.8285 0.5237 1.2341 0.79 0.51 0.42 0.084
```
Positions in Å, forces in eV/Å.

=====

Question: Which of these has the lowest energy above the lowest of the compared OMol25 structures with the same formula, charge and spin?
Answer: C7H14N2

=====

Question: Among the records above, which one has the highest energy above the lowest of the compared OMol25 structures with the same formula, charge and spin?
Answer: C3H7NS